129
Properties=species:S:1:pos:R:3:forces:R:3:lowdin_charge:R:1 method="wB97M-V/def2-TZVPD" homo_ha=-0.294 orbital_gap_ev=7.14 charge=0
C 0.590 -0.558 6.690 -0.12 -0.25 -0.15 -0.070
C -0.267 -0.119 5.494 -0.15 -0.12 0.44 -0.267
N 0.016 1.250 5.057 0.24 -0.73 -0.48 -0.223
C 1.449 1.581 4.929 0.25 0.31 0.02 -0.209
C 2.343 0.596 4.147 0.23 0.12 -0.09 -0.060
C -0.780 1.637 3.947 -0.03 0.70 0.22 -1.079
S -1.607 3.023 3.992 0.13 -0.03 -0.04 0.733
S -0.965 0.594 2.476 -0.13 -0.36 0.10 0.875
C 0.485 1.085 1.485 0.08 0.37 -0.54 -0.436
C 1.119 -0.063 0.665 0.55 0.03 0.21 -0.181
C 1.038 -1.448 1.298 0.03 -0.21 -0.80 -0.176
O 2.341 -2.114 1.225 -0.05 0.18 0.23 0.034
C 2.397 -3.042 2.194 0.33 0.22 0.01 -0.589
O 3.144 -2.992 3.126 -0.08 -0.15 -0.05 0.168
O 1.494 -4.034 1.986 -0.20 0.41 0.10 0.031
C 0.731 -4.394 3.130 -0.33 -0.71 0.31 -0.162
C -0.637 -3.726 3.101 -0.37 -0.10 0.40 -0.186
C -1.567 -4.423 4.103 0.27 0.25 0.53 -0.213
S -3.140 -3.581 4.174 -1.66 0.21 -1.84 0.594
O -3.361 -2.968 2.893 0.50 0.09 0.52 -0.272
O -4.199 -4.446 4.610 0.83 -0.19 0.86 -0.289
O -2.982 -2.374 5.205 0.60 -0.46 -0.10 -0.135
H 0.908 0.289 7.298 -0.01 -0.05 -0.04 0.077
H 1.458 -1.137 6.362 0.06 0.27 0.10 0.072
H 0.005 -1.217 7.340 0.04 0.07 -0.08 0.067
H -1.318 -0.141 5.803 0.06 0.08 -0.19 0.110
H -0.169 -0.852 4.679 0.04 0.10 0.02 0.066
H 1.504 2.577 4.483 -0.10 -0.12 0.02 0.095
H 1.863 1.688 5.935 -0.20 0.01 -0.05 0.105
H 3.082 0.127 4.798 -0.13 -0.07 -0.02 0.079
H 2.910 1.119 3.369 -0.10 -0.05 0.10 0.069
H 1.780 -0.196 3.654 -0.02 0.03 0.10 0.049
H 0.133 1.847 0.780 -0.01 -0.10 0.11 0.076
H 1.236 1.585 2.100 -0.22 -0.36 0.15 0.033
H 0.717 -0.098 -0.350 -0.18 0.05 0.20 0.106
H 2.185 0.173 0.551 -0.13 0.01 0.05 0.124
H 0.751 -1.396 2.347 -0.09 0.09 -0.10 0.061
H 0.333 -2.065 0.733 -0.08 0.05 0.36 0.113
H 0.600 -5.482 3.098 0.09 0.10 -0.10 0.136
H 1.256 -4.168 4.063 0.17 0.09 -0.19 0.135
H -0.584 -2.668 3.387 0.06 -0.14 -0.29 0.096
H -1.104 -3.806 2.117 0.24 0.14 0.04 0.110
H -1.794 -5.458 3.840 -0.10 0.10 -0.07 0.118
H -1.140 -4.427 5.113 -0.07 -0.05 -0.09 0.116
H -2.726 -2.739 6.066 -0.19 0.15 0.19 0.099
O 2.992 3.272 1.650 0.09 -0.07 0.00 0.071
N 1.996 3.967 1.603 -0.04 0.05 -0.06 -0.348
O 1.286 4.211 2.556 -0.01 0.05 0.10 0.056
C 1.605 4.523 0.301 -0.02 0.07 -0.13 -0.153
C 2.372 4.227 -0.812 0.12 -0.05 -0.09 0.005
C 1.984 4.738 -2.040 -0.04 0.02 -0.03 -0.067
C 0.849 5.532 -2.137 0.00 0.01 0.03 -0.058
C 0.097 5.822 -1.006 0.07 -0.03 -0.06 -0.057
C 0.473 5.315 0.227 -0.15 0.08 0.05 0.004
H 3.253 3.609 -0.724 -0.02 -0.02 0.09 0.121
H 2.564 4.512 -2.925 -0.02 -0.04 -0.01 0.095
H 0.549 5.924 -3.101 0.01 0.00 0.00 0.112
H -0.786 6.440 -1.084 -0.01 0.00 0.01 0.110
H -0.106 5.529 1.113 0.05 -0.07 0.05 0.121
O 5.047 5.428 -7.046 0.04 0.00 -0.09 0.083
N 4.599 5.609 -5.935 0.01 -0.02 0.02 -0.353
O 3.583 5.091 -5.510 -0.08 -0.05 0.04 0.062
C 5.331 6.514 -5.037 0.04 0.08 0.08 -0.148
C 6.474 7.142 -5.493 0.12 0.07 -0.10 -0.004
C 7.142 8.005 -4.638 -0.09 -0.03 0.08 -0.057
C 6.666 8.223 -3.351 0.07 -0.12 -0.15 -0.070
C 5.520 7.575 -2.911 0.08 0.03 -0.04 -0.049
C 4.844 6.714 -3.759 -0.08 0.04 0.21 0.001
H 6.836 6.966 -6.495 -0.08 -0.06 -0.02 0.118
H 8.035 8.510 -4.979 0.01 -0.01 -0.01 0.108
H 7.188 8.892 -2.688 0.03 0.01 0.05 0.079
H 5.155 7.746 -1.907 0.00 0.02 0.00 0.110
H 3.950 6.210 -3.426 -0.02 -0.02 -0.08 0.090
O 5.970 11.017 -2.046 -0.06 0.07 -0.03 0.078
N 6.633 10.981 -1.030 -0.03 0.05 0.02 -0.343
O 6.909 9.962 -0.427 0.03 -0.09 0.04 0.073
C 7.135 12.253 -0.491 0.05 0.14 0.06 -0.146
C 6.808 13.430 -1.141 -0.06 0.10 -0.11 -0.001
C 7.270 14.627 -0.620 0.05 -0.02 0.08 -0.063
C 8.048 14.632 0.531 -0.01 -0.02 -0.01 -0.068
C 8.371 13.439 1.164 -0.03 0.07 -0.06 -0.063
C 7.912 12.235 0.653 0.08 -0.05 0.13 -0.001
H 6.203 13.414 -2.035 -0.01 -0.10 0.01 0.120
H 7.021 15.557 -1.111 -0.01 0.00 -0.01 0.109
H 8.403 15.570 0.937 0.01 0.00 0.00 0.108
H 8.978 13.445 2.058 0.00 -0.01 0.00 0.109
H 8.155 11.302 1.138 -0.06 -0.05 -0.06 0.120
O -6.623 -6.564 -2.714 0.05 0.03 -0.08 0.075
N -7.180 -6.931 -1.699 0.02 0.01 -0.02 -0.347
O -8.095 -7.731 -1.677 -0.09 -0.05 0.05 0.060
C -6.713 -6.382 -0.420 0.03 0.07 0.12 -0.149
C -5.691 -5.451 -0.428 0.14 0.11 -0.06 0.001
C -5.260 -4.925 0.779 -0.02 -0.04 0.02 -0.049
C -5.850 -5.332 1.969 -0.04 0.01 -0.04 -0.049
C -6.873 -6.273 1.954 0.09 0.06 -0.05 -0.053
C -7.313 -6.807 0.753 -0.10 -0.09 0.11 -0.004
H -5.241 -5.137 -1.359 -0.04 -0.04 -0.06 0.108
H -4.467 -4.189 0.797 -0.01 0.02 0.01 0.093
H -5.507 -4.909 2.903 -0.06 -0.04 -0.02 0.074
H -7.330 -6.591 2.881 -0.01 -0.01 0.00 0.110
H -8.107 -7.537 0.732 0.00 0.01 -0.10 0.118
O -2.523 -0.398 -2.209 -0.01 0.06 -0.07 0.094
N -2.217 -1.311 -1.474 -0.04 -0.05 0.03 -0.337
O -1.813 -1.179 -0.336 0.08 0.06 0.10 0.056
C -2.339 -2.684 -1.990 -0.03 -0.14 -0.04 -0.140
C -2.761 -2.878 -3.292 -0.05 0.03 -0.15 0.003
C -2.855 -4.174 -3.775 0.02 -0.07 0.07 -0.058
C -2.532 -5.248 -2.957 0.00 0.00 0.01 -0.069
C -2.118 -5.032 -1.648 -0.03 0.01 -0.09 -0.068
C -2.019 -3.740 -1.156 0.05 -0.11 0.11 -0.007
H -3.010 -2.036 -3.920 0.03 0.06 0.07 0.121
H -3.180 -4.345 -4.792 -0.01 0.01 0.00 0.111
H -2.603 -6.258 -3.339 -0.02 0.01 0.00 0.111
H -1.870 -5.870 -1.011 0.00 0.01 0.01 0.111
H -1.699 -3.558 -0.141 -0.02 0.10 -0.01 0.100
O -5.016 -13.666 -5.950 -0.01 -0.04 -0.09 0.075
N -4.985 -13.110 -4.872 0.01 0.02 -0.01 -0.358
O -4.291 -13.455 -3.939 0.06 -0.02 0.09 0.073
C -5.851 -11.936 -4.682 -0.10 0.11 0.02 -0.152
C -6.677 -11.538 -5.718 -0.08 0.02 -0.14 -0.007
C -7.502 -10.441 -5.527 0.03 0.02 0.10 -0.062
C -7.490 -9.759 -4.317 -0.03 0.01 -0.04 -0.063
C -6.648 -10.172 -3.293 0.02 -0.04 -0.09 -0.063
C -5.820 -11.269 -3.471 0.02 0.06 0.14 -0.001
H -6.679 -12.074 -6.655 0.06 -0.07 0.04 0.118
H -8.157 -10.118 -6.325 0.00 -0.01 -0.01 0.107
H -8.135 -8.904 -4.164 0.03 0.02 0.03 0.100
H -6.642 -9.638 -2.354 -0.02 -0.01 0.02 0.090
H -5.164 -11.599 -2.680 0.03 -0.08 -0.06 0.117